Record 1
Density functional theory data (wB97M-V/def2-TZVPD) for a molecular structure, C7H13ClI2N2OPRe.

Positions of all 28 atoms, in Å:
I1 -0.76 -3.01 3.82
I2 0.52 -4.09 1.99
Re1 -0.08 0.48 -0.48
P1 2.08 0.90 -0.78
C1 3.25 -0.13 0.21
C2 2.84 0.65 -2.45
H1 2.23 3.39 -0.70
H2 3.82 2.63 -0.33
H3 2.52 2.63 0.87
C3 2.73 2.55 -0.20
H4 2.31 1.23 -3.22
H5 3.91 0.88 -2.47
H6 4.29 0.02 -0.08
H7 2.96 -1.17 0.03
H8 2.72 -0.43 -2.71
H9 3.11 0.10 1.26
C4 0.49 -0.24 1.22
O1 1.01 -0.46 2.26
Cl1 -0.30 2.14 -2.14
N1 -2.29 -0.84 0.98
C5 -3.62 -1.06 1.14
C6 -4.24 -0.62 -0.01
C7 -3.24 -0.13 -0.86
N2 -2.02 -0.28 -0.24
H10 -1.62 -1.19 1.67
H11 -4.02 -1.48 2.04
H12 -5.30 -0.62 -0.20
H13 -3.31 0.30 -1.84

Output
Total energy = -1933.280838 Ha
⟨S²⟩ = 4.14
HOMO (alpha / beta) = -19.909 / -19.925 eV
2S+1 = 4
LUMO level (alpha / beta) = -13.793 / -14.562 eV
M = 647.636 g/mol
Net charge = +3
Orbital gap (alpha / beta) = 6.116 / 5.362 eV
ΔE to the lowest compared entry with this formula, charge and spin = 0.7 kcal per mole

---

Record 2
Density functional theory data (wB97M-V/def2-TZVPD) for a molecular structure, C4H6LaO.

Positions of all 12 atoms, in Å:
O1 -2.31 0.14 0.00
C1 -1.62 1.20 -0.37
C2 -0.22 1.33 -0.19
H1 -2.08 1.83 -1.16
H2 0.07 1.37 0.87
H3 0.31 2.01 -0.86
La1 -1.95 -2.23 0.53
C3 0.72 -0.85 -0.16
C4 1.78 -1.14 0.62
H4 0.88 -1.04 -1.23
H5 1.76 -0.93 1.70
H6 2.65 -1.69 0.26

Output
Total energy = -262.558688 Ha
⟨S²⟩ = 1.08
HOMO (alpha / beta) = -5.889 / -5.280 eV
2S+1 = 2
LUMO level (alpha / beta) = -0.462 / -1.252 eV
M = 208.997 g/mol
Orbital gap (alpha / beta) = 5.427 / 4.028 eV
ΔE to the lowest compared entry with this formula, charge and spin = 61.6 kcal per mole

---

Record 3
Density functional theory data (wB97M-V/def2-TZVPD) for C27H29N3O2 in the gas phase.

Positions of all 61 atoms, in Å:
C1 -0.31 3.14 5.13
C2 -0.46 2.42 3.82
C3 -0.42 1.03 3.75
C4 -0.57 0.38 2.54
C5 -0.75 1.10 1.37
N1 -0.86 0.48 0.12
C6 -0.73 -0.83 -0.19
O1 -0.61 -1.75 0.59
C7 -0.65 -1.03 -1.72
C8 -1.00 -2.47 -2.11
C9 -2.50 -2.67 -2.08
C10 -3.26 -2.40 -3.20
C11 -4.64 -2.55 -3.17
C12 -5.26 -2.97 -2.00
C13 -4.50 -3.23 -0.88
C14 -3.13 -3.08 -0.91
N2 0.72 -0.73 -2.10
C15 1.15 0.54 -2.27
O2 0.39 1.49 -2.27
C16 2.66 0.75 -2.46
C17 3.53 -0.41 -1.97
C18 3.23 -0.64 -0.52
C19 3.23 -1.91 0.04
C20 2.92 -2.09 1.37
C21 2.59 -1.00 2.16
C22 2.58 0.27 1.61
C23 2.90 0.46 0.27
C24 2.84 1.86 -0.30
N3 3.10 1.93 -1.73
C25 -0.81 2.51 1.42
C26 -1.07 3.32 0.19
C27 -0.66 3.13 2.65
H1 0.10 2.48 5.89
H2 -1.28 3.50 5.47
H3 0.34 4.00 5.02
H4 -0.28 0.45 4.65
H5 -0.53 -0.69 2.50
H6 -0.88 1.12 -0.67
H7 -1.31 -0.32 -2.23
H8 -0.52 -3.14 -1.40
H9 -0.62 -2.67 -3.11
H10 -2.78 -2.08 -4.11
H11 -5.22 -2.35 -4.05
H12 -6.33 -3.09 -1.98
H13 -4.98 -3.56 0.03
H14 -2.54 -3.28 -0.03
H15 1.39 -1.46 -1.94
H16 2.83 0.94 -3.53
H17 4.57 -0.09 -2.09
H18 3.39 -1.31 -2.57
H19 3.48 -2.76 -0.58
H20 2.91 -3.09 1.79
H21 2.34 -1.13 3.20
H22 2.32 1.12 2.22
H23 1.85 2.27 -0.03
H24 3.59 2.48 0.20
H25 2.66 2.76 -2.11
H26 -2.07 3.13 -0.20
H27 -0.99 4.38 0.42
H28 -0.36 3.10 -0.61
H29 -0.70 4.21 2.69

Output
Total energy = -1361.096999 Ha
HOMO = -8.106 eV
LUMO level = 0.710 eV
M = 427.548 g/mol
Orbital gap = 8.816 eV
ΔE to the lowest compared entry with this formula, charge and spin = 0.0 kcal per mole
SMILES = Cc1ccc(NC(=O)[C@H](Cc2ccccc2)NC(=O)[C@@H]2Cc3ccccc3CN2)c(C)c1